The following is a DFT calculation (wB97M-V/def2-TZVPD) of 9 unconnected molecules or ions with the total composition C46H95B3O13 at a distorted geometry.

## Properties
- Gap between HOMO and LUMO: 8.99 eV
- E_LUMO: 0.49 eV
- E_HOMO: -8.50 eV
- E: -2862.2721 Eh
- SMILES: COCCCB1OB(Cc2cccc(C)c2)OB(C[C@H](C)OCc2ccccc2)O1.CC(C)O.CC(C)O.CC(C)O.CC(C)O.CC(C)O.CC(C)O.CC(C)O.CC(C)O
- Net charge: 0

CARTESIAN COORDINATES (ANGSTROEM)
C  2.55350  -5.13276  3.01363
O  2.15016  -5.53093  1.67547
C  0.70218  -5.58137  1.54312
C  0.09137  -4.14397  1.18302
C  -0.06788  -3.15488  2.45036
B  -1.21836  -2.02686  2.11401
O  -0.99761  -0.60451  2.20075
B  -2.08955  0.16230  1.64937
C  -2.22633  1.71373  2.09993
C  -1.33568  2.73624  1.25935
C  -2.07111  3.97108  0.63042
C  -1.32450  5.06781  -0.19335
C  0.20495  4.97934  -0.41899
C  0.95283  3.75030  0.21942
C  2.54998  3.73021  -0.00589
C  0.19454  2.64143  1.03587
O  -3.08339  -0.36840  0.72214
B  -2.78862  -1.77841  0.46744
C  -2.71434  -2.44899  -1.00786
C  -1.28683  -2.17394  -1.75792
C  -0.86108  -0.61280  -1.57584
O  -1.44190  -2.54530  -3.15685
C  -0.32496  -3.40125  -3.58535
C  0.99291  -2.49959  -3.61790
C  2.06012  -2.74766  -2.51614
C  3.33246  -1.85568  -2.50107
C  3.44943  -0.75685  -3.58014
C  2.41471  -0.48546  -4.71175
C  1.14253  -1.38743  -4.71866
O  -2.50775  -2.56985  1.66993
H  3.02166  -4.06714  2.92764
H  1.63323  -5.01440  3.68061
H  3.27043  -5.89643  3.47428
H  0.48924  -6.27204  0.64926
H  0.21127  -6.08014  2.46141
H  0.78438  -3.60183  0.43981
H  -0.91230  -4.31930  0.63712
H  0.90612  -2.66561  2.78854
H  -0.47809  -3.75529  3.35424
H  -2.03351  1.88073  3.22794
H  -3.33434  2.00709  1.93550
H  -3.20380  4.14168  0.75498
H  -1.87200  5.96702  -0.65315
H  0.76153  5.77805  -1.01660
H  2.86781  4.78613  -0.35467
H  3.01659  3.57764  1.02385
H  2.89122  2.99052  -0.80299
H  0.79238  1.75557  1.46663
H  -2.80066  -3.60290  -0.95906
H  -3.51938  -2.03205  -1.72536
H  -0.51023  -2.86863  -1.26672
H  -0.13308  -0.30096  -2.41157
H  -0.25406  -0.55323  -0.59853
H  -1.75818  0.09204  -1.60263
H  -0.25925  -4.32339  -2.91541
H  -0.57113  -3.73659  -4.64908
H  1.86055  -3.56260  -1.74664
H  4.09950  -2.04159  -1.67464
H  4.37247  -0.07431  -3.55155
H  2.56167  0.32935  -5.50436
H  0.30501  -1.25841  -5.47697
C  -4.47906  -1.51941  5.54243
C  -4.87972  -0.05310  5.58569
C  -5.80738  0.30197  4.43416
O  -3.70988  0.75937  5.51907
H  -3.94114  -1.75028  4.61677
H  -3.80334  -1.75726  6.36864
H  -5.35479  -2.17034  5.60844
H  -5.37384  0.16495  6.53656
H  -5.31534  0.13411  3.47019
H  -6.07741  1.36090  4.47129
H  -6.72325  -0.29392  4.46668
H  -3.26564  0.57325  4.68088
C  -2.19138  -2.27657  -9.35151
C  -1.68080  -1.75914  -8.01605
C  -2.21926  -0.36865  -7.71917
O  -0.25450  -1.72129  -8.03621
H  -1.86748  -1.62722  -10.17127
H  -1.78752  -3.27170  -9.55755
H  -3.28302  -2.33311  -9.36180
H  -1.97667  -2.44629  -7.21807
H  -1.89694  0.34622  -8.48231
H  -1.83529  -0.00424  -6.76187
H  -3.31167  -0.36850  -7.68078
H  0.01776  -1.11607  -8.73913
C  -1.14114  9.51388  0.65190
C  0.28074  9.28187  0.16512
C  0.33102  9.13665  -1.34803
O  0.80275  8.10264  0.77183
H  -1.78596  8.66823  0.39126
H  -1.16389  9.60484  1.74115
H  -1.56458  10.42276  0.21609
H  0.91623  10.11592  0.47565
H  -0.26317  8.27781  -1.67788
H  1.35673  8.95901  -1.68276
H  -0.04822  10.03409  -1.84388
H  0.24608  7.35695  0.50276
C  3.81200  0.60986  3.42688
C  3.82462  -0.77808  4.04694
C  5.24486  -1.26516  4.28620
O  3.15028  -1.68971  3.18049
H  4.31596  0.60869  2.45526
H  2.78467  0.94194  3.25010
H  4.30781  1.33648  4.07554
H  3.27696  -0.76287  4.99334
H  5.79862  -1.33154  3.34423
H  5.23841  -2.26859  4.72112
H  5.78356  -0.59494  4.96069
H  3.62760  -1.70979  2.33956
C  3.74598  -9.44227  -0.19340
C  4.88185  -8.43904  -0.06810
C  4.91924  -7.81611  1.31790
O  4.71776  -7.41268  -1.04407
H  2.77734  -8.95691  -0.03531
H  3.72361  -9.87345  -1.19803
H  3.85272  -10.25260  0.53266
H  5.83445  -8.93490  -0.27456
H  3.99093  -7.27489  1.52720
H  5.73263  -7.08881  1.39032
H  5.06113  -8.57759  2.08976
H  3.87708  -6.96783  -0.86943
C  -5.47098  1.96916  -9.82440
C  -4.07409  2.51972  -10.06470
C  -4.07427  3.56880  -11.16548
O  -3.19970  1.45253  -10.42676
H  -5.86035  1.48502  -10.72593
H  -5.45402  1.20844  -9.03911
H  -6.16247  2.76216  -9.52813
H  -3.68741  2.95724  -9.14008
H  -4.41533  3.14005  -12.11341
H  -3.06271  3.94722  -11.33529
H  -4.72390  4.40975  -10.90933
H  -3.53283  1.05815  -11.24404
C  -4.14988  1.32518  9.23602
C  -4.70069  0.54851  10.42166
C  -5.74324  1.35756  11.17750
O  -3.63297  0.20985  11.30435
H  -3.65970  2.24688  9.56601
H  -3.39384  0.73702  8.70895
H  -4.94413  1.58541  8.53147
H  -5.14428  -0.38845  10.07326
H  -5.30836  2.28029  11.57516
H  -6.12188  0.79195  12.03318
H  -6.58502  1.61912  10.53093
H  -3.23393  1.03230  11.61812
C  6.06687  2.06879  -0.04473
C  6.33301  2.55975  1.36983
C  7.34494  3.69461  1.38072
O  6.82314  1.47961  2.16255
H  6.98332  1.68296  -0.50309
H  5.34647  1.24576  -0.03666
H  5.67346  2.87154  -0.67391
H  5.39701  2.89747  1.82383
H  8.30559  3.36510  0.97173
H  7.53498  4.02962  2.40389
H  6.98976  4.54593  0.79419
H  7.65150  1.17295  1.76974